[1]
A molecular structure, C10H7BeNO4. Source: the Open Molecules 2025 dataset; level of theory: ωB97M-V/def2-TZVPD.

highest occupied orbital energy: -15.59 eV
energy above the lowest of the compared OMol25 structures with the same formula, charge and spin: 1.4328 eV

```
! wB97M-V def2-TZVPD RIJCOSX def2/J DEFGRID3
* xyz 2 1
Be 0.0105 0.1289 0.0438
O 2.3909 -1.5777 -0.7728
C 1.6183 -0.8327 -0.3451
C -0.7470 1.2295 -1.1635
O -1.3564 1.7005 -2.0285
C -0.6354 -0.1009 1.6392
O -1.0336 -0.1388 2.7050
C 1.0823 1.4323 0.5365
O 1.7566 2.3134 0.8099
N -0.9256 -1.5368 -1.0726
C -2.3270 -1.4872 -1.0877
C -2.9557 -1.2833 -2.3401
C -4.3437 -1.4334 -2.3709
C -5.0488 -1.7142 -1.1885
C -4.3896 -1.8527 0.0460
C -3.0073 -1.7258 0.1133
H -0.4743 -1.4059 -1.9545
H -0.4547 -2.2955 -0.5792
H -2.3200 -1.0700 -3.2217
H -4.8447 -1.3367 -3.3272
H -6.1229 -1.8353 -1.2283
H -4.9223 -2.0758 0.9613
H -2.4082 -1.8204 1.0355
*
```

[2]
2 unconnected molecules or ions with the total composition C10H7BrFIN3O2. Source: the Open Molecules 2025 dataset; level of theory: ωB97M-V/def2-TZVPD.

highest occupied orbital energy: -3.50 eV

```
! wB97M-V def2-TZVPD RIJCOSX def2/J DEFGRID3
* xyz -1 1
C 3.4310 -0.6346 0.3400
C 2.7462 0.1844 -0.8458
C 1.2162 0.2932 -0.4749
N 0.4508 -0.7872 -0.7392
C -0.8683 -0.5924 -0.3452
C -1.8130 -1.7177 -0.5672
F -1.3100 -2.8771 -1.1215
C -3.2559 -1.6580 -0.1931
C -3.7208 -0.4021 0.4427
I -5.7979 -0.3010 1.0475
C -2.7971 0.7255 0.6512
C -1.3578 0.6579 0.2717
N -0.5723 1.7715 0.5367
C 0.6901 1.5477 0.1351
O 1.6415 2.6018 0.3233
N 1.9023 2.7728 1.6778
O 3.0615 2.7082 1.8827
H 4.0744 -1.4603 -0.0664
H 2.6656 -1.1351 1.0021
H 4.0288 0.0507 0.9938
H 2.7603 -0.4425 -1.7846
H 3.2178 1.1779 -1.0331
H -3.8774 -2.5537 -0.3989
H -3.2565 1.6327 1.1203
Br -3.2596 -1.5626 -2.8552
*
```

[3]
C10H7ClN2O2 in the gas phase. Source: the Open Molecules 2025 dataset; level of theory: ωB97M-V/def2-TZVPD.

highest occupied orbital energy (alpha / beta): -8.10 / -7.47 eV
energy above the lowest of the compared OMol25 structures with the same formula, charge and spin: 3.7890 eV
structure (SMILES): O=CC1=C(Cl)n2ncc3c2C(=CCC3)O1

```
! wB97M-V def2-TZVPD RIJCOSX def2/J DEFGRID3
* xyz 0 1
O -3.6209 -3.0208 -0.2448
C -3.5044 -1.8188 -0.0612
C -2.2669 -1.1560 0.0655
C -2.3197 0.7270 0.1221
Cl -3.7165 1.6165 0.0042
N -1.0919 1.2478 -0.0150
N -0.7511 2.5475 -0.0819
C 0.5637 2.5799 -0.0881
C 1.1181 1.2804 -0.0326
C 0.0248 0.4520 0.0043
C 0.0794 -0.9782 0.1095
C 1.2926 -1.5516 0.1307
C 2.5462 -0.7746 -0.1693
C 2.4951 0.7409 0.1251
O -1.0796 -1.7020 0.2437
H -4.3757 -1.1419 -0.0385
H 1.0828 3.5178 -0.1244
H 1.3791 -2.6174 0.2495
H 3.3756 -1.2104 0.3882
H 2.7664 -0.9268 -1.2306
H 3.2018 1.2668 -0.5188
H 2.8011 0.9220 1.1623
*
```

[4]
2 unconnected molecules or ions with the total composition C10H7ClNO2. Source: the Open Molecules 2025 dataset; level of theory: ωB97M-V/def2-TZVPD.

highest occupied orbital energy: -2.20 eV
energy above the lowest of the compared OMol25 structures with the same formula, charge and spin: 0.2468 eV

```
! wB97M-V def2-TZVPD RIJCOSX def2/J DEFGRID3
* xyz -1 1
C -1.0287 -0.8215 2.5144
C -2.1957 -0.4102 1.9152
C 0.1889 -0.9656 1.8319
C -2.1665 -0.1457 0.5863
C 1.5055 -0.6638 -0.1571
C 0.2511 -0.7011 0.5051
C -0.9267 -0.1978 -0.2572
C 1.2486 2.8015 -0.7638
C 0.2569 0.0309 -2.3259
C 1.4412 -0.3407 -1.4808
N -0.9949 0.0970 -1.5179
O 1.5944 2.9257 -1.8436
O 0.9219 2.6456 0.3048
Cl 3.0149 -0.3360 -2.3991
H -1.0842 -1.2864 3.5161
H -3.1344 -0.4570 2.4977
H 1.0676 -1.2820 2.4340
H -3.1333 0.1138 0.1180
H 2.5184 -0.8911 0.4021
H 0.3611 0.8610 -2.9332
H 0.2940 -0.9766 -2.9471
*
```

[5]
A molecular structure, C10H7CrN2O5. Source: the Open Molecules 2025 dataset; level of theory: ωB97M-V/def2-TZVPD.

highest occupied orbital energy (alpha / beta): -9.81 / -12.80 eV
expectation value of S²: 6.038

```
! wB97M-V def2-TZVPD RIJCOSX def2/J DEFGRID3
* xyz 1 5
O 0.9271 0.0249 -5.1691
C 0.5804 0.0245 -4.0844
Cr 0.0824 -0.0008 -0.0902
O 2.7135 0.0101 -1.6886
C 1.7848 -0.0223 -0.9833
C -1.7403 0.0215 0.4780
O -2.7888 -0.0072 0.9971
C -0.0110 -1.9206 -0.1243
O -0.1104 -3.0719 -0.2197
C 0.0459 1.9173 -0.2150
O -0.1268 3.0605 -0.3175
H -0.8439 -0.0199 -1.3503
N 2.3653 0.0348 5.6291
C 1.8492 0.0396 4.3781
C 1.9493 -1.1036 3.5702
C 1.4245 -1.0813 2.2883
N 0.7748 0.0133 1.7890
C 0.6865 1.1324 2.5755
C 1.2271 1.1754 3.8475
H 2.8141 -0.7661 6.0105
H 2.3099 0.8609 6.2176
H 2.4492 -1.9975 3.9264
H 1.5177 -1.9306 1.6071
H 0.1942 1.9964 2.1200
H 1.1759 2.0978 4.4224
*
```

[6]
2 unconnected molecules or ions with the total composition C10H7N2O2. Source: the Open Molecules 2025 dataset; level of theory: ωB97M-V/def2-TZVPD.

highest occupied orbital energy (alpha / beta): -3.82 / -3.82 eV

```
! wB97M-V def2-TZVPD RIJCOSX def2/J DEFGRID3
* xyz -1 1
C -2.4801 0.8628 -0.3760
C 2.5239 1.6155 -1.2962
C 2.3714 0.3984 -0.6245
C 1.3781 2.3921 -1.5457
C 1.1938 -0.0090 -0.2279
C 0.1124 1.9395 -1.0761
C -0.0085 0.6517 -0.5403
C -0.9897 -2.6593 2.9007
C -1.4970 -1.2673 0.0122
C -1.3534 0.1008 -0.1685
N -3.4704 1.4415 -0.5700
N -0.2691 -2.7934 1.8527
O -1.3585 -1.9531 3.8092
O -1.3725 -3.8104 2.2862
H 3.5084 1.9687 -1.7219
H 3.2698 -0.0249 -0.2616
H 1.4577 3.3306 -1.9473
H 1.1878 -0.8973 0.4346
H -0.8515 2.3464 -1.2181
H -2.4819 -1.4841 0.2071
H -0.8706 -2.1493 0.0712
*
```

[7]
A molecular structure, C10H7N2O5Ti. Source: the Open Molecules 2025 dataset; level of theory: ωB97M-V/def2-TZVPD.

highest occupied orbital energy (alpha / beta): -16.20 / -16.20 eV
expectation value of S²: 0.755
energy above the lowest of the compared OMol25 structures with the same formula, charge and spin: 0.0218 eV

```
! wB97M-V def2-TZVPD RIJCOSX def2/J DEFGRID3
* xyz 2 2
O 3.3486 1.2304 0.6009
C 2.5158 0.3952 1.1393
Ti 1.3749 1.0006 -0.2948
O 0.9702 2.9173 -2.8253
C 1.1571 2.2513 -1.9115
C 3.1176 -0.3696 2.4301
O 2.2536 -1.1301 2.8503
C 0.4643 1.9972 1.2801
O 0.0156 2.7134 2.0764
C 2.0167 -0.9201 -0.9505
O 2.0119 -2.0375 -1.3187
H 4.1440 -0.0948 2.6906
N -1.2567 -0.2779 1.7504
C -1.4616 -0.3708 0.4212
C -2.7265 -0.9132 0.0318
C -2.9519 -1.1813 -1.3208
C -1.9110 -0.8915 -2.2390
C -0.7265 -0.3171 -1.7628
N -0.4803 0.0053 -0.4479
H -0.4944 0.2869 2.1120
H -2.0279 -0.3793 2.3629
H -3.4897 -1.1186 0.8091
H -3.9048 -1.6045 -1.6760
H -2.0250 -1.1077 -3.3295
H 0.0659 -0.0837 -2.4782
*
```

[8]
A molecular structure, C10H7NO2. Source: the Open Molecules 2025 dataset; level of theory: ωB97M-V/def2-TZVPD.

highest occupied orbital energy: -9.06 eV
energy above the lowest of the compared OMol25 structures with the same formula, charge and spin: 5.3391 eV

```
! wB97M-V def2-TZVPD RIJCOSX def2/J DEFGRID3
* xyz 0 1
C -1.8631 0.7905 -0.3169
C -1.1687 2.0782 -0.0787
C 0.2559 1.9079 0.1787
C 0.9897 0.7581 0.1435
C 2.4648 0.7900 0.4124
C 2.4811 -1.3527 -0.0327
C 1.1192 -1.5299 -0.2173
C 0.2591 -0.4342 -0.0644
C -1.1153 -0.3309 -0.3956
C -1.7854 -1.6706 -0.0246
H -3.4243 -0.1566 0.1301
H -1.7854 2.9024 0.1062
H 0.8916 2.8870 0.2392
H 3.1642 1.8260 0.3477
H 3.0560 -2.1206 -0.5906
H 0.5960 -2.5711 -0.8794
H -1.1700 -2.4294 0.1429
N 3.2395 -0.2860 0.2207
O -3.2254 0.6508 -0.0462
O -2.9796 -1.7088 0.7250
*
```

Repeat the sixth record exactly.
2 unconnected molecules or ions with the total composition C10H7N2O2. Source: the Open Molecules 2025 dataset; level of theory: ωB97M-V/def2-TZVPD.

highest occupied orbital energy (alpha / beta): -3.82 / -3.82 eV

```
! wB97M-V def2-TZVPD RIJCOSX def2/J DEFGRID3
* xyz -1 1
C -2.4801 0.8628 -0.3760
C 2.5239 1.6155 -1.2962
C 2.3714 0.3984 -0.6245
C 1.3781 2.3921 -1.5457
C 1.1938 -0.0090 -0.2279
C 0.1124 1.9395 -1.0761
C -0.0085 0.6517 -0.5403
C -0.9897 -2.6593 2.9007
C -1.4970 -1.2673 0.0122
C -1.3534 0.1008 -0.1685
N -3.4704 1.4415 -0.5700
N -0.2691 -2.7934 1.8527
O -1.3585 -1.9531 3.8092
O -1.3725 -3.8104 2.2862
H 3.5084 1.9687 -1.7219
H 3.2698 -0.0249 -0.2616
H 1.4577 3.3306 -1.9473
H 1.1878 -0.8973 0.4346
H -0.8515 2.3464 -1.2181
H -2.4819 -1.4841 0.2071
H -0.8706 -2.1493 0.0712
*
```

Repeat the fourth record exactly.
2 unconnected molecules or ions with the total composition C10H7ClNO2. Source: the Open Molecules 2025 dataset; level of theory: ωB97M-V/def2-TZVPD.

highest occupied orbital energy: -2.20 eV
energy above the lowest of the compared OMol25 structures with the same formula, charge and spin: 0.2468 eV

```
! wB97M-V def2-TZVPD RIJCOSX def2/J DEFGRID3
* xyz -1 1
C -1.0287 -0.8215 2.5144
C -2.1957 -0.4102 1.9152
C 0.1889 -0.9656 1.8319
C -2.1665 -0.1457 0.5863
C 1.5055 -0.6638 -0.1571
C 0.2511 -0.7011 0.5051
C -0.9267 -0.1978 -0.2572
C 1.2486 2.8015 -0.7638
C 0.2569 0.0309 -2.3259
C 1.4412 -0.3407 -1.4808
N -0.9949 0.0970 -1.5179
O 1.5944 2.9257 -1.8436
O 0.9219 2.6456 0.3048
Cl 3.0149 -0.3360 -2.3991
H -1.0842 -1.2864 3.5161
H -3.1344 -0.4570 2.4977
H 1.0676 -1.2820 2.4340
H -3.1333 0.1138 0.1180
H 2.5184 -0.8911 0.4021
H 0.3611 0.8610 -2.9332
H 0.2940 -0.9766 -2.9471
*
```